# 1
{
  "formula": "C20H48BrFNO15PS",
  "method": "ωB97M-V/def2-TZVPD",
  "smiles": "NCC[C@@]1(F)OS(=O)(=O)O[C@]1(Br)P(=O)(O)O.COCCOC.COCCOC.COCCOC.COCCOC",
  "homo_lumo_gap_ev": 9.31,
  "e_homo_ev": -9.07,
  "elements": ["N", "C", "C", "C", "F", "O", "S", "O", "O", "O", "C", "Br", "P", "O", "O", "O", "H", "H", "H", "H", "H", "H", "H", "H", "C", "O", "C", "C", "O", "C", "H", "H", "H", "H", "H", "H", "H", "H", "H", "H", "C", "O", "C", "C", "O", "C", "H", "H", "H", "H", "H", "H", "H", "H", "H", "H", "C", "O", "C", "C", "O", "C", "H", "H", "H", "H", "H", "H", "H", "H", "H", "H", "C", "O", "C", "C", "O", "C", "H", "H", "H", "H", "H", "H", "H", "H", "H", "H"],
  "coordinates": [[3.254, -4.504, 2.126], [2.270, -3.936, 3.052], [1.138, -3.310, 2.247], [0.181, -2.526, 3.107], [0.207, -2.955, 4.421], [0.500, -1.153, 3.111], [-0.719, -0.337, 3.810], [-0.463, -0.142, 5.184], [-1.015, 0.752, 2.959], [-1.799, -1.502, 3.644], [-1.316, -2.512, 2.728], [-1.657, -1.850, 0.953], [-2.174, -4.123, 3.086], [-1.204, -5.219, 3.079], [-2.942, -3.867, 4.443], [-3.347, -4.222, 2.035], [4.069, -4.770, 2.667], [3.591, -3.778, 1.501], [2.705, -3.179, 3.716], [1.874, -4.730, 3.683], [1.555, -2.602, 1.527], [0.604, -4.086, 1.702], [-2.364, -4.059, 5.200], [-3.299, -5.075, 1.577], [-1.433, 3.373, 1.265], [-2.098, 4.207, 0.326], [-3.427, 4.535, 0.700], [-3.519, 5.934, 1.267], [-2.827, 6.052, 2.498], [-1.560, 6.670, 2.381], [-0.386, 3.326, 0.968], [-1.498, 3.776, 2.278], [-1.847, 2.363, 1.257], [-3.811, 3.810, 1.425], [-4.048, 4.478, -0.200], [-4.570, 6.172, 1.455], [-3.133, 6.654, 0.539], [-1.665, 7.740, 2.167], [-0.956, 6.206, 1.596], [-1.053, 6.552, 3.336], [7.016, -8.524, -1.699], [6.488, -8.837, -0.425], [6.860, -7.917, 0.587], [5.747, -6.942, 0.899], [5.478, -6.079, -0.192], [4.318, -6.447, -0.919], [6.533, -9.182, -2.420], [6.818, -7.485, -1.974], [8.097, -8.703, -1.729], [7.762, -7.370, 0.296], [7.089, -8.494, 1.488], [6.054, -6.319, 1.746], [4.842, -7.485, 1.190], [3.417, -6.232, -0.334], [4.333, -7.505, -1.189], [4.296, -5.849, -1.829], [-0.794, 5.580, -5.011], [-1.051, 6.071, -3.711], [-0.897, 5.091, -2.694], [0.414, 5.240, -1.959], [1.528, 4.966, -2.795], [2.184, 6.128, -3.263], [-0.768, 6.436, -5.683], [0.165, 5.056, -5.063], [-1.590, 4.901, -5.338], [-0.974, 4.087, -3.119], [-1.710, 5.219, -1.977], [0.435, 4.521, -1.135], [0.490, 6.246, -1.534], [2.727, 6.625, -2.451], [1.480, 6.837, -3.707], [2.900, 5.814, -4.020], [-5.104, 1.735, -3.673], [-5.041, 2.248, -2.356], [-4.996, 1.247, -1.354], [-3.595, 1.045, -0.825], [-2.725, 0.493, -1.800], [-1.875, 1.457, -2.394], [-4.958, 2.572, -4.353], [-4.327, 0.988, -3.852], [-6.084, 1.287, -3.871], [-5.392, 0.300, -1.736], [-5.639, 1.577, -0.532], [-3.632, 0.339, 0.011], [-3.198, 1.994, -0.449], [-1.120, 1.808, -1.681], [-2.446, 2.315, -2.756], [-1.374, 0.979, -3.234]]
}

***

# 2
{
  "formula": "C47H58As3N4O3PTi",
  "method": "ωB97M-V/def2-TZVPD",
  "charge": 1,
  "relative_energy_kj_mol": 123.5,
  "homo_lumo_gap_ev": [6.96, 7.18],
  "e_homo_ev": [-9.72, -10.03],
  "s2": 0.763,
  "spin_multiplicity": 2,
  "elements": ["Ti", "O", "C", "C", "C", "C", "C", "C", "C", "N", "N", "C", "O", "C", "C", "C", "C", "C", "C", "H", "H", "H", "H", "H", "H", "H", "H", "H", "H", "O", "N", "C", "C", "C", "C", "C", "C", "C", "P", "C", "C", "C", "C", "C", "C", "C", "C", "C", "C", "C", "C", "H", "H", "H", "H", "H", "H", "H", "H", "H", "H", "H", "H", "H", "H", "H", "H", "C", "As", "C", "C", "C", "C", "C", "As", "C", "C", "C", "As", "C", "C", "H", "H", "H", "H", "H", "H", "H", "H", "H", "H", "H", "H", "H", "H", "H", "H", "H", "H", "H", "H", "H", "H", "H", "H", "H", "H", "H", "C", "C", "C", "N", "H", "H", "H", "H", "H"],
  "coordinates": [[-0.174, 0.196, -0.149], [-0.971, -0.358, -1.713], [-0.916, 0.185, -2.931], [-2.039, 0.189, -3.762], [-1.960, 0.662, -5.057], [-0.751, 1.120, -5.568], [0.363, 1.152, -4.760], [0.304, 0.720, -3.427], [1.448, 0.767, -2.581], [1.374, 0.514, -1.298], [2.558, 0.473, -0.636], [2.417, 0.009, 0.574], [1.256, -0.324, 1.049], [3.631, -0.133, 1.382], [4.798, 0.535, 1.012], [5.916, 0.458, 1.819], [5.874, -0.278, 2.995], [4.722, -0.961, 3.356], [3.603, -0.896, 2.549], [-2.980, -0.185, -3.376], [-2.844, 0.671, -5.674], [-0.683, 1.453, -6.591], [1.303, 1.528, -5.136], [2.425, 0.994, -3.003], [4.793, 1.112, 0.101], [6.823, 0.972, 1.539], [6.747, -0.327, 3.627], [4.700, -1.542, 4.267], [2.688, -1.414, 2.802], [-2.918, 1.054, -0.838], [-1.823, 1.858, -0.476], [-2.225, 3.072, -0.310], [-1.494, 4.198, 0.191], [-2.086, 5.466, 0.052], [-1.490, 6.592, 0.575], [-0.290, 6.481, 1.269], [0.309, 5.244, 1.404], [-0.270, 4.097, 0.867], [0.624, 2.506, 1.061], [0.858, 2.548, 2.880], [1.920, 1.882, 3.484], [2.101, 1.937, 4.853], [1.223, 2.662, 5.641], [0.129, 3.283, 5.057], [-0.061, 3.215, 3.688], [2.194, 3.190, 0.390], [2.152, 3.480, -0.975], [3.253, 4.015, -1.612], [4.408, 4.276, -0.890], [4.437, 4.043, 0.472], [3.333, 3.505, 1.116], [-2.508, 0.277, -1.282], [-3.272, 3.264, -0.548], [-3.019, 5.550, -0.486], [-1.955, 7.558, 0.454], [0.177, 7.356, 1.696], [1.245, 5.157, 1.937], [2.617, 1.323, 2.881], [2.938, 1.409, 5.288], [1.381, 2.730, 6.706], [-0.583, 3.816, 5.671], [-0.916, 3.699, 3.237], [1.239, 3.287, -1.532], [3.219, 4.239, -2.669], [5.278, 4.676, -1.389], [5.319, 4.280, 1.050], [3.368, 3.343, 2.183], [1.191, -4.069, 0.597], [0.365, -2.624, -0.503], [1.908, -2.535, -1.725], [-0.695, -3.700, -1.818], [-2.055, -4.293, -1.461], [-1.929, -5.107, -0.171], [-3.125, -3.215, -1.297], [-2.929, -1.845, 0.135], [-4.775, -1.161, -0.113], [-3.424, -2.908, 1.746], [-2.504, -5.275, -2.564], [-2.554, -4.984, -4.554], [-3.197, -3.127, -4.768], [-0.644, -4.677, -4.980], [0.621, -4.281, 1.501], [2.188, -3.737, 0.893], [1.289, -4.989, 0.020], [2.179, -3.540, -2.057], [2.769, -2.104, -1.213], [1.680, -1.921, -2.598], [-0.034, -4.515, -2.134], [-0.818, -3.014, -2.663], [-1.619, -4.453, 0.644], [-1.186, -5.894, -0.288], [-2.880, -5.573, 0.081], [-4.100, -3.696, -1.167], [-3.171, -2.636, -2.223], [-5.510, -1.956, 0.014], [-4.903, -0.712, -1.098], [-4.966, -0.385, 0.631], [-3.969, -3.814, 1.489], [-4.063, -2.294, 2.380], [-2.542, -3.187, 2.324], [-3.527, -5.590, -2.324], [-1.893, -6.182, -2.479], [-4.172, -3.003, -4.300], [-3.318, -2.931, -5.832], [-2.495, -2.399, -4.370], [-0.031, -5.408, -4.457], [-0.286, -3.677, -4.746], [-0.505, -4.841, -6.048], [-1.294, 0.217, 5.267], [-1.811, -0.658, 4.124], [-1.465, -0.182, 2.820], [-1.222, 0.131, 1.739], [-1.589, -0.237, 6.210], [-1.709, 1.221, 5.211], [-0.211, 0.295, 5.239], [-2.903, -0.720, 4.172], [-1.402, -1.671, 4.210]]
}

***

# 3
{
  "formula": "C30H76N16O12",
  "method": "ωB97M-V/def2-TZVPD",
  "smiles": "CCCCCCCC[C@@](CCC)(OCCOCC)OC(=O)CCCCC.NC(N)=O.NC(N)=O.NC(N)=O.NC(N)=O.NC(N)=O.NC(N)=O.NC(N)=O.NC(N)=O",
  "homo_lumo_gap_ev": 9.29,
  "e_homo_ev": -9.16,
  "elements": ["C", "C", "C", "C", "C", "C", "C", "C", "C", "C", "C", "C", "O", "C", "C", "O", "C", "C", "O", "C", "O", "C", "C", "C", "C", "C", "H", "H", "H", "H", "H", "H", "H", "H", "H", "H", "H", "H", "H", "H", "H", "H", "H", "H", "H", "H", "H", "H", "H", "H", "H", "H", "H", "H", "H", "H", "H", "H", "H", "H", "H", "H", "H", "H", "H", "H", "H", "H", "H", "H", "N", "C", "N", "O", "H", "H", "H", "H", "N", "C", "N", "O", "H", "H", "H", "H", "N", "C", "N", "O", "H", "H", "H", "H", "N", "C", "N", "O", "H", "H", "H", "H", "N", "C", "N", "O", "H", "H", "H", "H", "N", "C", "N", "O", "H", "H", "H", "H", "N", "C", "N", "O", "H", "H", "H", "H", "N", "C", "N", "O", "H", "H", "H", "H"],
  "coordinates": [[2.879, 2.806, 0.091], [2.994, 3.432, 1.496], [3.732, 2.540, 2.501], [2.841, 1.641, 3.372], [2.374, 0.340, 2.704], [1.062, 0.439, 1.900], [1.117, -0.357, 0.601], [-0.207, -0.301, -0.180], [-0.045, -0.630, -1.666], [0.621, 0.474, -2.479], [-0.250, 1.656, -2.922], [-0.639, 2.650, -1.840], [0.834, -1.738, -1.797], [0.337, -2.994, -1.424], [1.498, -3.963, -1.159], [2.684, -3.252, -0.853], [3.759, -4.077, -0.465], [4.190, -3.748, 0.960], [-1.287, -1.018, -2.288], [-2.476, -0.675, -1.704], [-2.957, 0.423, -1.839], [-3.179, -1.789, -0.989], [-4.060, -1.271, 0.155], [-4.491, -2.398, 1.105], [-5.903, -2.205, 1.690], [-6.994, -3.104, 1.057], [3.098, 3.528, -0.697], [1.869, 2.440, -0.095], [3.553, 1.956, -0.021], [1.987, 3.644, 1.859], [3.539, 4.372, 1.400], [4.323, 3.160, 3.179], [4.466, 1.926, 1.977], [1.944, 2.203, 3.654], [3.402, 1.397, 4.276], [2.225, -0.397, 3.498], [3.177, -0.064, 2.079], [0.776, 1.476, 1.714], [0.276, -0.014, 2.512], [1.276, -1.407, 0.870], [1.978, -0.086, -0.009], [-0.670, 0.676, -0.053], [-0.856, -1.047, 0.288], [1.475, 0.857, -1.918], [1.012, -0.005, -3.379], [-1.131, 1.305, -3.459], [0.345, 2.201, -3.661], [0.226, 3.055, -1.314], [-1.129, 3.499, -2.327], [-1.355, 2.270, -1.116], [-0.273, -3.415, -2.229], [-0.306, -2.940, -0.541], [1.666, -4.561, -2.063], [1.242, -4.620, -0.324], [3.498, -5.138, -0.556], [4.612, -3.897, -1.130], [3.302, -3.633, 1.581], [4.857, -4.504, 1.369], [4.708, -2.788, 0.955], [-2.449, -2.507, -0.617], [-3.802, -2.311, -1.719], [-4.932, -0.786, -0.282], [-3.489, -0.523, 0.708], [-3.788, -2.426, 1.941], [-4.427, -3.366, 0.604], [-6.196, -1.164, 1.534], [-5.894, -2.353, 2.769], [-7.570, -3.600, 1.834], [-7.701, -2.529, 0.462], [-6.532, -3.856, 0.419], [2.890, 3.718, -6.624], [1.577, 3.429, -6.395], [1.244, 2.124, -6.638], [0.769, 4.254, -5.996], [3.545, 3.022, -6.935], [3.196, 4.656, -6.453], [0.295, 1.851, -6.470], [1.915, 1.445, -6.951], [9.090, 2.914, 1.431], [7.949, 3.276, 2.102], [8.120, 4.242, 3.047], [6.866, 2.765, 1.865], [9.989, 3.316, 1.619], [9.004, 2.206, 0.729], [7.308, 4.520, 3.563], [9.006, 4.657, 3.281], [3.180, -6.255, -4.013], [3.462, -7.544, -3.633], [4.051, -7.666, -2.403], [3.204, -8.502, -4.335], [3.380, -5.454, -3.444], [2.740, -6.129, -4.904], [4.269, -8.590, -2.085], [4.269, -6.881, -1.819], [3.824, -1.268, -6.372], [4.286, -0.062, -5.927], [4.965, -0.085, -4.746], [4.097, 0.977, -6.545], [3.960, -2.127, -5.876], [3.326, -1.280, -7.241], [5.294, 0.792, -4.389], [5.119, -0.918, -4.213], [-11.827, -2.716, 2.902], [-10.977, -2.753, 1.824], [-11.009, -1.645, 1.023], [-10.252, -3.704, 1.600], [-12.427, -1.939, 3.114], [-11.821, -3.507, 3.519], [-10.402, -1.639, 0.225], [-11.597, -0.852, 1.196], [10.776, 7.004, 6.115], [10.268, 5.740, 6.012], [9.724, 5.226, 7.153], [10.298, 5.108, 4.967], [10.762, 7.539, 6.961], [11.183, 7.404, 5.291], [9.346, 4.299, 7.103], [9.688, 5.722, 8.022], [-15.037, -3.670, 2.301], [-15.968, -3.049, 3.085], [-17.244, -3.534, 2.994], [-15.672, -2.119, 3.817], [-15.236, -4.434, 1.685], [-14.100, -3.317, 2.365], [-17.942, -3.093, 3.561], [-17.505, -4.296, 2.399], [-1.803, 6.290, 1.936], [-1.036, 5.537, 1.084], [-0.866, 6.062, -0.167], [-0.543, 4.476, 1.422], [-2.220, 7.163, 1.680], [-1.947, 5.929, 2.860], [-0.312, 5.529, -0.812], [-1.259, 6.933, -0.464]]
}

***

# 4
{
  "formula": "C33H48Cl2NOsP",
  "method": "ωB97M-V/def2-TZVPD",
  "charge": -2,
  "relative_energy_kj_mol": 0.0,
  "homo_lumo_gap_ev": [2.39, 4.59],
  "e_homo_ev": [1.41, -0.79],
  "s2": 6.051,
  "spin_multiplicity": 5,
  "elements": ["P", "C", "C", "C", "C", "C", "C", "C", "C", "C", "C", "C", "C", "C", "C", "C", "C", "C", "C", "H", "H", "H", "H", "H", "H", "H", "H", "H", "H", "H", "H", "H", "H", "H", "H", "H", "H", "H", "H", "H", "H", "H", "H", "H", "H", "H", "H", "H", "H", "H", "H", "H", "Os", "Cl", "Cl", "C", "H", "C", "C", "C", "C", "C", "C", "H", "H", "H", "H", "H", "C", "C", "C", "C", "C", "C", "C", "C", "N", "H", "H", "H", "H", "H", "H", "H", "H", "H"],
  "coordinates": [[-3.774, 4.543, 0.959], [-5.509, 4.615, 1.786], [-6.182, 5.970, 2.051], [-7.452, 5.807, 2.895], [-8.429, 4.767, 2.333], [-7.753, 3.457, 1.910], [-6.500, 3.698, 1.058], [-4.119, 5.193, -0.791], [-5.107, 6.349, -0.945], [-5.123, 6.861, -2.388], [-5.388, 5.745, -3.405], [-4.542, 4.487, -3.177], [-4.527, 4.034, -1.712], [-3.065, 6.111, 1.698], [-2.937, 5.950, 3.225], [-2.310, 7.188, 3.879], [-0.998, 7.623, 3.217], [-1.115, 7.742, 1.693], [-1.735, 6.502, 1.031], [-5.279, 4.161, 2.769], [-6.465, 6.430, 1.096], [-5.506, 6.676, 2.546], [-7.948, 6.782, 2.983], [-7.160, 5.519, 3.912], [-9.200, 4.557, 3.082], [-8.947, 5.196, 1.464], [-7.466, 2.892, 2.805], [-8.455, 2.830, 1.353], [-6.026, 2.740, 0.801], [-6.809, 4.173, 0.115], [-3.126, 5.547, -1.122], [-4.155, 7.333, -2.600], [-4.878, 7.181, -0.264], [-6.116, 5.991, -0.696], [-5.880, 7.650, -2.480], [-5.210, 6.129, -4.415], [-6.450, 5.470, -3.359], [-4.903, 3.666, -3.808], [-3.508, 4.688, -3.489], [-3.838, 3.189, -1.581], [-5.527, 3.671, -1.434], [-3.779, 6.927, 1.492], [-3.918, 5.764, 3.683], [-2.320, 5.066, 3.441], [-3.029, 8.017, 3.829], [-2.140, 6.983, 4.941], [-0.213, 6.893, 3.460], [-0.675, 8.582, 3.636], [-0.128, 7.925, 1.258], [-1.736, 8.615, 1.450], [-1.890, 6.716, -0.036], [-1.034, 5.657, 1.087], [-0.120, 0.057, 0.147], [1.004, 0.366, -1.821], [-1.180, 1.609, 1.348], [-1.442, -1.110, -0.458], [-1.469, -2.177, -0.155], [-4.437, -0.047, -3.327], [-4.504, -1.306, -2.704], [-3.549, -1.677, -1.771], [-2.514, -0.771, -1.405], [-2.480, 0.497, -2.014], [-3.413, 0.849, -2.986], [-5.181, 0.233, -4.075], [-5.311, -1.993, -2.961], [-3.559, -2.667, -1.315], [-1.675, 1.183, -1.743], [-3.333, 1.815, -3.489], [0.046, -3.926, 1.616], [1.346, -3.615, 0.951], [2.239, -4.614, 0.607], [3.504, -4.313, 0.097], [3.908, -2.984, -0.029], [3.045, -1.941, 0.294], [3.537, -0.533, 0.250], [1.717, -2.249, 0.723], [0.827, -1.253, 0.920], [-0.834, -3.660, 1.012], [-0.040, -3.422, 2.589], [0.012, -5.010, 1.792], [1.934, -5.646, 0.785], [4.180, -5.117, -0.171], [4.918, -2.736, -0.351], [4.319, -0.384, 1.012], [4.002, -0.313, -0.720], [2.741, 0.209, 0.427]]
}